Entry from the Open Molecules 2025 dataset: a structure of composition C16H12AuBrN2O at a distorted geometry (ωB97M-V with the def2-TZVPD basis set).

As for the spin multiplicity: 1. The value obtained for the HOMO-LUMO gap is 7.64 eV. For the energy above the lowest of the compared OMol25 structures with the same formula, charge and spin, the calculation gives 3.3 kcal per mole. For the HOMO energy, the calculation gives -7.32 eV.

The geometry in XYZ format:
```
33
C16H12AuBrN2O ωB97M-V with the def2-TZVPD basis set
Au -0.551 0.125 -0.790
Br -0.990 3.287 0.522
O -5.950 2.116 1.262
N -2.458 1.369 -0.804
N 2.071 0.464 -1.217
C -3.694 2.578 0.857
C 0.373 -3.178 1.869
C -0.262 -2.268 1.035
C -3.585 0.713 -1.112
C 1.853 -1.412 0.305
C 0.450 -1.362 0.238
C -2.544 2.294 0.143
C 2.486 -2.339 1.136
C 1.757 -3.216 1.921
C 2.704 -0.458 -0.496
C -4.834 1.856 0.549
C -4.785 0.912 -0.470
C 4.823 0.384 -1.263
C 4.102 -0.524 -0.513
C 2.768 1.327 -1.952
C 4.149 1.342 -2.006
H 4.627 -1.281 0.048
H -3.500 -0.017 -1.907
H -3.707 3.333 1.628
H -0.213 -3.854 2.481
H -6.683 1.586 0.932
H 2.186 2.043 -2.524
H -5.658 0.339 -0.755
H 5.905 0.338 -1.274
H 4.673 2.074 -2.605
H 2.268 -3.915 2.571
H -1.344 -2.265 1.005
H 3.564 -2.392 1.188
```



Entry from the Open Molecules 2025 dataset: a structure of composition C16H12CdN4O4S (ωB97M-V with the def2-TZVPD basis set).

As for the spin multiplicity: 1. The value obtained for the HOMO-LUMO gap is 5.68 eV. For the HOMO energy, the calculation gives -7.19 eV.

The geometry in XYZ format:
```
38
C16H12CdN4O4S ωB97M-V with the def2-TZVPD basis set
Cd 1.410 0.301 -0.943
S 1.334 2.755 -0.392
O 1.083 -5.024 3.790
O 2.540 -5.860 2.265
O 2.698 -1.004 -1.942
O 3.699 -2.973 -1.668
N -1.384 2.120 -0.357
N -0.640 3.085 1.422
N 1.362 -1.372 0.477
N -0.625 0.635 -2.017
C -1.523 1.534 -1.656
C -2.604 1.887 -2.441
C 0.813 -2.694 2.373
C 1.650 -3.712 1.930
C -0.257 2.629 0.220
C -0.763 0.022 -3.197
C -2.753 1.239 -3.658
C 2.345 -3.518 0.739
C -1.992 2.863 1.619
C 1.775 -5.015 2.753
C -1.825 0.289 -4.044
C -2.460 2.259 0.516
C 0.696 -1.547 1.625
C 2.915 -2.133 -1.302
C 0.264 3.696 2.395
C 2.183 -2.345 0.031
H 1.121 3.045 2.551
H -2.488 3.140 2.531
H 0.052 -0.730 1.933
H -1.906 -0.235 -4.986
H 0.005 -0.699 -3.454
H 0.274 -2.845 3.299
H -3.588 1.486 -4.299
H 3.000 -4.296 0.374
H -3.437 1.883 0.277
H -0.284 3.822 3.324
H -3.296 2.651 -2.115
H 0.607 4.661 2.030
```